Entry 1:
Here is a cluster of 2 separate species, C5H12O3 in total from the Open Molecules 2025 dataset. Energies are from ωB97M-V with the def2-TZVPD basis set.

Its LUMO energy is 0.82 eV. Its structure (SMILES) is C=C[C@H](O)OCC.O. The HOMO-LUMO gap is 11.27 eV. The HOMO energy is -10.46 eV. Its total energy is -423.3884 Eh.

Structure (ORCA input):
```
! wB97M-V def2-TZVPD RIJCOSX def2/J DEFGRID3
* xyz 0 1
C -2.06 1.56 -1.13
C -1.79 0.29 -0.90
C -1.20 -0.26 0.38
O -0.80 0.73 1.28
O -0.19 -1.20 0.12
C 0.93 -0.85 -0.80
C 1.96 0.16 -0.32
H -1.86 2.33 -0.39
H -2.52 1.89 -2.04
H -2.05 -0.48 -1.62
H -1.98 -0.83 0.91
H -0.20 1.34 0.83
H 1.40 -1.82 -0.98
H 0.44 -0.51 -1.71
H 2.41 -0.15 0.62
H 2.75 0.21 -1.07
H 1.54 1.16 -0.22
O 1.44 -1.34 2.39
H 0.77 -1.56 1.72
H 1.02 -0.67 2.93
*
```

Mulliken population analysis, charges in e, atoms 1 to 5: number 1, C, carries -0.767; number 2, C, carries -0.295; number 3, C, carries 0.102; number 4, O, carries -0.523; number 5, O, carries -0.472


Entry 2:
Here is a cluster of 3 separate species, C5H12O3 in total from the Open Molecules 2025 dataset. Energies are from ωB97M-V with the def2-TZVPD basis set.

Its LUMO energy is 0.59 eV. Its structure (SMILES) is C/C=C/C=C/O.O.O. The HOMO-LUMO gap is 8.52 eV. The HOMO energy is -7.93 eV. Its total energy is -423.3750 Eh.

Structure (ORCA input):
```
! wB97M-V def2-TZVPD RIJCOSX def2/J DEFGRID3
* xyz 0 1
C 0.78 -2.89 -0.41
C 0.89 -1.48 0.09
C -0.18 -0.72 0.27
C -0.22 0.61 0.87
C -1.35 1.31 0.82
O -1.57 2.61 1.17
H 1.57 -3.10 -1.13
H 0.92 -3.59 0.42
H -0.22 -3.08 -0.78
H 1.85 -1.12 0.45
H -1.15 -1.12 -0.04
H 0.66 1.04 1.34
H -2.33 0.89 0.64
H -0.76 2.99 1.55
O 6.12 1.38 -0.18
H 5.83 2.29 -0.03
H 5.30 0.87 -0.26
O -5.09 0.87 -1.39
H -5.04 1.21 -2.28
H -5.99 1.02 -1.10
*
```

Mulliken population analysis, charges in e, atoms 1 to 5: number 1, C, carries -1.111; number 2, C, carries -0.026; number 3, C, carries -0.243; number 4, C, carries -0.426; number 5, C, carries -0.012


Entry 3:
Here is a structure of composition C5H12O3Pm from the Open Molecules 2025 dataset. Energies are from ωB97M-V with the def2-TZVPD basis set.

As for the expectation value of S²: 8.756. Its LUMO energy (spin up / spin down) is -8.98 / -8.98 eV. The HOMO-LUMO gap (spin up / spin down) is 4.07 / 6.87 eV. The HOMO energy (spin up / spin down) is -13.06 / -15.86 eV. Its total energy is -1031.0957 Eh.

Structure (ORCA input):
```
! wB97M-V def2-TZVPD RIJCOSX def2/J DEFGRID3
* xyz 2 6
C 3.68 0.95 0.02
H 4.29 1.42 -0.76
H 3.70 -0.14 -0.09
H 3.95 1.26 1.03
O 2.30 1.34 -0.27
C 1.65 2.05 0.51
H 1.99 2.22 1.54
H 0.75 2.53 0.09
O -1.08 -2.19 -1.96
C -1.09 -0.81 -1.85
C -1.90 -0.34 -0.61
O -1.55 -1.17 0.50
C -2.22 -0.85 1.70
Pm -0.94 -3.46 -0.25
H -1.54 -0.32 -2.74
H -0.07 -0.40 -1.75
H -2.98 -0.50 -0.81
H -1.77 0.72 -0.35
H -1.87 -1.54 2.48
H -1.99 0.18 2.00
H -3.31 -0.95 1.58
*
```

Mulliken population analysis, charges in e, atoms 1 to 5: number 1, C, carries -0.526; number 2, H, carries 0.273; number 3, H, carries 0.240; number 4, H, carries 0.378; number 5, O, carries -0.068


Entry 4:
Here is a structure of composition C5H12O3SV from the Open Molecules 2025 dataset. Energies are from ωB97M-V with the def2-TZVPD basis set.

Its LUMO energy is -18.16 eV. The HOMO-LUMO gap is 5.02 eV. The HOMO energy is -23.17 eV. Its total energy is -1764.0550 Eh.

Structure (ORCA input):
```
! wB97M-V def2-TZVPD RIJCOSX def2/J DEFGRID3
* xyz 3 1
C -2.10 0.18 -1.99
C -1.83 0.01 -0.49
C -0.35 0.22 -0.22
C 0.10 -0.25 1.18
C 0.45 -1.73 1.23
O 1.28 0.62 1.57
S 2.82 0.25 0.59
O 3.84 0.62 1.46
O 2.60 1.38 -0.48
H -3.12 0.49 -2.16
H -1.48 0.99 -2.37
H -1.81 -0.71 -2.54
H -2.43 0.74 0.07
H -2.09 -1.00 -0.18
H -0.12 1.36 -0.30
H 0.27 -0.21 -1.01
H -0.68 -0.10 1.95
H -0.45 -2.32 1.38
H 0.87 -2.04 0.28
H 1.10 -1.93 2.07
H 3.13 1.21 -1.29
V -0.02 2.23 1.26
*
```

Mulliken population analysis, charges in e, atoms 1 to 5: number 1, C, carries -1.290; number 2, C, carries -0.233; number 3, C, carries -0.488; number 4, C, carries 0.289; number 5, C, carries -1.425


Entry 5:
Here is a cluster of 2 separate species, C5H12O4 in total from the Open Molecules 2025 dataset. Energies are from ωB97M-V with the def2-TZVPD basis set.

Its LUMO energy is 0.67 eV. The HOMO-LUMO gap is 8.31 eV. The HOMO energy is -7.63 eV. Its total energy is -498.5311 Eh.

Structure (ORCA input):
```
! wB97M-V def2-TZVPD RIJCOSX def2/J DEFGRID3
* xyz 0 1
C 0.04 0.35 -0.25
C -1.61 -0.80 0.57
C 0.90 -0.04 0.84
C 2.28 0.71 -0.18
C -0.38 1.79 -0.36
O 0.03 -0.32 -1.43
O -1.05 -2.10 0.05
O -2.82 -0.56 -0.08
O 1.18 -1.32 1.16
H -0.19 -1.26 -1.23
H -1.70 -2.81 0.12
H -2.63 -0.21 -0.96
H 0.72 -1.94 0.55
H -1.85 -0.96 1.62
H 0.86 0.60 1.71
H 0.02 2.22 -1.27
H 3.03 -0.04 0.01
H 2.19 0.84 -1.25
H 2.49 1.66 0.30
H -0.06 2.38 0.50
H -1.47 1.82 -0.42
*
```

Mulliken population analysis, charges in e, atoms 1 to 5: number 1, C, carries 0.667; number 2, C, carries -0.032; number 3, C, carries -0.178; number 4, C, carries -1.170; number 5, C, carries -1.423


Entry 6:
Here is a structure of composition C5H12O5RbS from the Open Molecules 2025 dataset. Energies are from ωB97M-V with the def2-TZVPD basis set.

Its LUMO energy is 1.24 eV. The HOMO-LUMO gap is 1.98 eV. The HOMO energy is -0.75 eV. Its total energy is -996.0189 Eh.

Structure (ORCA input):
```
! wB97M-V def2-TZVPD RIJCOSX def2/J DEFGRID3
* xyz -1 1
Rb 1.59 1.89 0.29
O 3.55 2.29 -4.97
C 2.36 2.93 -4.47
C 1.24 2.10 -3.71
O 1.46 1.45 -2.51
H 1.78 3.39 -5.26
H 2.67 3.77 -3.84
H 0.83 1.44 -4.47
H 0.41 2.80 -3.56
O -0.10 -0.37 4.84
S -0.27 -0.43 3.37
O 0.74 0.13 2.47
O -0.68 -2.00 2.89
C -1.15 -2.20 1.52
C -0.79 -3.58 1.05
C -1.91 0.33 2.89
H -0.77 -1.45 0.83
H -2.24 -2.14 1.46
H -1.25 -4.28 1.74
H 0.27 -3.84 1.05
H -1.14 -3.66 0.02
H -2.71 -0.40 2.86
H -1.75 0.74 1.89
H -2.14 1.10 3.62
*
```

Mulliken population analysis, charges in e, atoms 1 to 5: number 1, Rb, carries 0.798; number 2, O, carries -0.947; number 3, C, carries -0.261; number 4, C, carries -0.525; number 5, O, carries -0.757


Entry 7:
Here is a structure of composition C5H12O5RbS from the Open Molecules 2025 dataset. Energies are from ωB97M-V with the def2-TZVPD basis set.

Its LUMO energy is 1.49 eV. The HOMO-LUMO gap is 2.48 eV. The HOMO energy is -0.99 eV. Its total energy is -996.0517 Eh.

Structure (ORCA input):
```
! wB97M-V def2-TZVPD RIJCOSX def2/J DEFGRID3
* xyz -1 1
Rb 1.94 -1.10 0.67
O 3.73 0.32 -1.06
C 4.80 -0.31 -1.66
C 4.44 -1.56 -2.57
O 3.36 -1.58 -3.39
H 5.52 -0.71 -0.91
H 5.29 0.48 -2.26
H 4.27 -2.31 -1.73
H 5.35 -1.88 -3.13
O -1.18 3.09 1.43
S -1.29 1.70 1.08
O -0.20 0.78 1.36
O -2.60 1.16 1.83
C -2.82 -0.26 2.03
C -4.30 -0.49 1.90
C -1.88 1.45 -0.63
H -2.40 -0.46 3.02
H -2.20 -0.92 1.41
H -4.49 -1.56 1.89
H -4.64 -0.16 0.91
H -4.86 0.09 2.63
H -1.65 0.43 -0.92
H -1.30 2.12 -1.27
H -2.94 1.66 -0.63
*
```

Mulliken population analysis, charges in e, atoms 1 to 5: number 1, Rb, carries 0.718; number 2, O, carries -0.890; number 3, C, carries -0.350; number 4, C, carries -0.070; number 5, O, carries -0.875


Entry 8:
Here is a cluster of 2 separate species, C5H12OS in total from the Open Molecules 2025 dataset. Energies are from ωB97M-V with the def2-TZVPD basis set.

Its LUMO energy (spin up / spin down) is 0.78 / 0.78 eV. The HOMO-LUMO gap (spin up / spin down) is 7.93 / 7.56 eV. The HOMO energy (spin up / spin down) is -7.14 / -6.78 eV. Its total energy is -670.9490 Eh.

Structure (ORCA input):
```
! wB97M-V def2-TZVPD RIJCOSX def2/J DEFGRID3
* xyz 0 1
C -2.39 -0.66 0.77
C -0.37 -1.76 -0.43
C -0.87 1.71 0.21
C 2.71 1.41 -0.30
C -1.13 -0.59 -0.08
O -0.58 0.51 -0.26
S 2.85 -0.33 0.35
H -2.53 -1.84 0.65
H -2.37 -0.41 1.86
H -3.09 -0.08 0.27
H 0.73 -1.67 -0.86
H -0.18 -2.40 0.48
H -0.82 -2.46 -1.11
H -0.45 2.57 -0.27
H 3.65 1.79 -0.71
H -1.99 1.85 0.56
H 2.48 2.07 0.63
H 1.96 1.29 -1.01
H 2.37 -1.01 -0.74
*
```

Mulliken population analysis, charges in e, atoms 1 to 5: number 1, C, carries -1.284; number 2, C, carries -1.020; number 3, C, carries -0.590; number 4, C, carries -0.575; number 5, C, carries 0.944


Entry 9:
Here is the molecule C5H12OSi2 from the Open Molecules 2025 dataset. Energies are from ωB97M-V with the def2-TZVPD basis set.

Its LUMO energy (spin up / spin down) is -0.16 / -0.16 eV. Its structure (SMILES) is [SiH2]=C=CCCCO[SiH3]. The HOMO-LUMO gap (spin up / spin down) is 7.58 / 7.58 eV. The HOMO energy (spin up / spin down) is -7.74 / -7.74 eV. Its total energy is -851.7524 Eh.

Structure (ORCA input):
```
! wB97M-V def2-TZVPD RIJCOSX def2/J DEFGRID3
* xyz 0 1
Si 2.13 -1.95 -0.02
C 0.45 -1.60 -0.12
C -0.69 -1.95 0.38
C -1.97 -1.21 0.05
C -1.68 0.22 -0.52
C -0.81 1.03 0.48
O 0.53 0.74 0.43
Si 1.72 1.77 -0.02
H 2.86 -2.00 -1.24
H 2.89 -1.22 1.03
H -1.03 -2.92 1.00
H -2.34 -1.90 -0.74
H -2.50 -1.00 0.99
H -1.21 0.04 -1.40
H -2.49 0.86 -0.73
H -1.09 2.01 0.31
H -0.98 0.97 1.60
H 2.84 2.04 0.91
H 2.17 1.18 -1.43
H 1.04 2.98 -0.24
*
```

Mulliken population analysis, charges in e, atoms 1 to 5: number 1, Si, carries 0.059; number 2, C, carries 0.081; number 3, C, carries -0.253; number 4, C, carries -0.514; number 5, C, carries -1.011


Entry 10:
Here is the molecule C5H12P2S from the Open Molecules 2025 dataset. Energies are from ωB97M-V with the def2-TZVPD basis set.

Its LUMO energy (spin up / spin down) is -1.80 / -0.90 eV. Its structure (SMILES) is C=P(CCC)=P(C)=S. The HOMO-LUMO gap (spin up / spin down) is 5.76 / 7.12 eV. The HOMO energy (spin up / spin down) is -7.56 / -8.02 eV. Its total energy is -1278.4812 Eh.

Structure (ORCA input):
```
! wB97M-V def2-TZVPD RIJCOSX def2/J DEFGRID3
* xyz 0 1
C 0.23 -2.46 1.54
P 0.13 -0.87 0.99
C 0.93 -1.09 -0.79
C 1.08 0.13 -1.62
C 1.64 1.47 -1.02
P -1.89 -0.20 0.30
C -2.09 1.56 0.90
S -3.23 -1.00 1.54
H 1.20 -2.81 1.58
H -0.54 -2.87 2.14
H 0.22 -1.89 -1.01
H 1.83 -1.50 -0.52
H 1.63 -0.11 -2.54
H 0.05 0.50 -2.01
H 2.68 1.54 -1.07
H 1.34 2.36 -1.47
H 1.40 1.39 0.01
H -1.42 2.24 0.56
H -3.03 1.99 0.57
H -2.15 1.62 1.91
*
```

Mulliken population analysis, charges in e, atoms 1 to 5: number 1, C, carries -0.773; number 2, P, carries 0.222; number 3, C, carries -0.994; number 4, C, carries -0.250; number 5, C, carries -1.161


Entry 11:
Here is the molecule C5H12S2 from the Open Molecules 2025 dataset. Energies are from ωB97M-V with the def2-TZVPD basis set.

Its LUMO energy is 0.91 eV. Its structure (SMILES) is CCCSSCC. The HOMO-LUMO gap is 9.53 eV. The HOMO energy is -8.62 eV. Its total energy is -994.0739 Eh.

Structure (ORCA input):
```
! wB97M-V def2-TZVPD RIJCOSX def2/J DEFGRID3
* xyz 0 1
C 2.02 2.13 -1.84
C 0.91 2.04 -0.79
C 0.07 0.78 -0.90
S -1.47 1.04 0.02
S -2.25 -0.82 0.33
C -1.27 -1.51 1.68
C -1.23 -3.03 1.59
H 1.70 1.62 -2.75
H 2.19 3.17 -2.12
H 2.95 1.72 -1.46
H 1.37 2.05 0.21
H 0.34 2.96 -0.72
H 0.60 -0.06 -0.45
H -0.08 0.49 -1.94
H -1.69 -1.22 2.65
H -0.27 -1.07 1.72
H -2.27 -3.37 1.40
H -0.61 -3.47 0.82
H -1.02 -3.45 2.56
*
```

Mulliken population analysis, charges in e, atoms 1 to 5: number 1, C, carries -1.096; number 2, C, carries -0.510; number 3, C, carries -0.501; number 4, S, carries -0.142; number 5, S, carries -0.131


Entry 12:
Here is a cluster of 2 separate species, C5H12Se in total from the Open Molecules 2025 dataset. Energies are from ωB97M-V with the def2-TZVPD basis set.

Its LUMO energy is 0.77 eV. The HOMO-LUMO gap is 8.47 eV. The HOMO energy is -7.70 eV. Its total energy is -2598.9988 Eh.

Structure (ORCA input):
```
! wB97M-V def2-TZVPD RIJCOSX def2/J DEFGRID3
* xyz 0 1
C 0.74 0.01 1.13
C 1.04 0.49 -1.53
C 0.19 -2.09 -0.02
C -1.79 1.64 0.35
C -0.05 -0.65 0.11
Se -1.95 -0.26 -0.01
H 0.58 -0.51 2.09
H 1.73 -0.30 0.87
H 0.74 1.17 1.21
H 0.09 1.07 -1.67
H 1.96 0.92 -1.19
H 1.31 -0.21 -2.31
H -0.46 -2.60 0.77
H -0.16 -2.48 -0.99
H 1.21 -2.45 0.14
H -2.71 2.32 0.10
H -1.42 1.86 1.37
H -1.06 2.08 -0.44
*
```

Mulliken population analysis, charges in e, atoms 1 to 5: number 1, C, carries -1.392; number 2, C, carries -0.844; number 3, C, carries -1.603; number 4, C, carries -0.882; number 5, C, carries 0.658